## 1
Entry from the Open Molecules 2025 dataset: C25H65Cl4O24P5 as an isolated structure (the ωB97M-V functional and the def2-TZVPD basis).

highest occupied orbital energy	-10.14	eV
LUMO energy	0.156	eV
HOMO-LUMO gap	10.2963	eV

Atoms and positions in Å:
C1 17.16 6.20 -6.23
Cl1 18.93 5.78 -6.26
Cl2 16.84 7.20 -4.75
H1 16.98 6.88 -7.07
H2 16.54 5.31 -6.31
C2 8.36 4.45 -1.77
Cl3 9.95 4.09 -2.43
Cl4 7.84 5.82 -2.69
H3 7.63 3.64 -1.86
H4 8.50 4.81 -0.75
C3 11.71 1.46 -10.64
O1 10.87 0.99 -9.59
P1 9.26 1.17 -9.76
O2 8.60 0.26 -10.73
O3 9.07 2.76 -10.09
C4 9.70 3.71 -9.20
O4 8.66 1.04 -8.19
C5 7.28 1.17 -7.89
H5 12.45 0.67 -10.71
H6 12.21 2.33 -10.22
H7 11.25 1.67 -11.61
H8 10.37 3.27 -8.46
H9 9.01 4.25 -8.55
H10 10.39 4.37 -9.72
H11 6.65 0.75 -8.68
H12 7.02 2.22 -7.76
H13 7.16 0.68 -6.92
C6 15.79 23.39 -2.09
O5 16.71 22.83 -1.12
P2 18.30 22.61 -1.55
O6 18.58 22.37 -3.01
O7 19.05 23.86 -0.80
C7 18.44 24.52 0.34
O8 18.63 21.39 -0.55
C8 19.86 21.22 0.13
H14 15.21 24.21 -1.65
H15 14.98 22.69 -2.32
H16 16.20 23.76 -3.02
H17 18.51 25.60 0.19
H18 19.13 24.24 1.14
H19 17.43 24.25 0.65
H20 20.08 20.16 0.25
H21 19.81 21.65 1.12
H22 20.71 21.70 -0.35
C9 23.68 16.05 -5.37
O9 24.31 14.73 -5.41
P3 24.05 13.70 -4.15
O10 24.18 14.29 -2.80
O11 22.62 13.05 -4.38
C10 22.12 12.87 -5.73
O12 25.14 12.51 -4.51
C11 25.37 11.53 -3.54
H23 22.89 16.10 -4.63
H24 23.34 16.26 -6.39
H25 24.48 16.75 -5.13
H26 21.90 11.81 -5.83
H27 22.88 13.15 -6.45
H28 21.19 13.44 -5.85
H29 25.03 11.82 -2.55
H30 26.41 11.20 -3.48
H31 24.76 10.66 -3.78
C12 19.97 24.60 -12.53
O13 20.85 23.48 -12.43
P4 20.49 22.11 -13.17
O14 19.18 22.03 -13.88
O15 21.84 21.82 -14.05
C13 22.95 21.24 -13.44
O16 20.53 21.15 -11.94
C14 19.41 21.15 -11.10
H32 19.21 24.51 -11.76
H33 19.60 24.66 -13.56
H34 20.70 25.41 -12.53
H35 23.10 21.57 -12.42
H36 23.86 21.47 -14.00
H37 22.91 20.15 -13.39
H38 19.59 20.50 -10.24
H39 18.51 20.65 -11.48
H40 19.13 22.16 -10.80
C15 0.56 5.03 -7.26
O17 1.63 5.96 -7.23
P5 1.68 7.17 -8.34
O18 0.99 6.96 -9.70
O19 1.14 8.51 -7.52
C16 1.84 8.96 -6.36
O20 3.29 7.47 -8.46
C17 3.81 8.24 -9.48
H41 -0.43 5.44 -7.44
H42 0.52 4.55 -6.28
H43 0.70 4.38 -8.12
H44 2.61 8.23 -6.12
H45 1.19 9.08 -5.49
H46 2.22 9.96 -6.57
H47 4.86 8.49 -9.36
H48 3.23 9.16 -9.59
H49 3.76 7.77 -10.46
O21 13.64 12.65 -6.81
C18 12.57 13.25 -6.66
O22 12.41 14.61 -6.63
C19 13.58 15.50 -6.72
C20 13.97 15.79 -5.32
C21 11.25 12.54 -6.43
H50 13.33 16.40 -7.29
H51 14.46 15.02 -7.16
H52 13.18 16.31 -4.76
H53 14.80 16.49 -5.28
H54 14.34 14.96 -4.72
H55 11.40 11.55 -6.85
H56 10.42 13.13 -6.79
H57 11.05 12.50 -5.36
O23 7.72 11.05 0.74
C22 8.22 10.32 1.63
O24 9.44 9.96 1.85
C23 10.47 10.28 1.01
C24 11.61 10.45 1.96
C25 7.28 9.92 2.71
H58 10.26 11.22 0.50
H59 10.65 9.50 0.27
H60 11.46 11.20 2.74
H61 12.48 10.94 1.52
H62 11.90 9.50 2.40
H63 6.38 10.52 2.59
H64 7.75 10.14 3.68
H65 7.18 8.84 2.66

=====

## 2
Entry from the Open Molecules 2025 dataset: a 9-piece molecular cluster, C25H65Cl4O24P5 overall (the ωB97M-V functional and the def2-TZVPD basis).

highest occupied orbital energy	-9.95	eV
LUMO energy	0.120	eV
HOMO-LUMO gap	10.0715	eV
SMILES	COP(=O)(OC)OC.COP(=O)(OC)OC.COP(=O)(OC)OC.COP(=O)(OC)OC.COP(=O)(OC)OC.CCOC(C)=O.CCOC(C)=O.ClCCl.ClCCl

Atoms and positions in Å:
C1 0.11 6.39 6.06
O1 0.10 7.21 4.89
P1 1.38 7.53 3.97
O2 1.31 8.72 3.10
O3 1.61 6.17 3.13
C2 0.55 5.76 2.29
O4 2.59 7.42 5.00
C3 3.79 8.09 4.66
H1 0.05 7.03 6.94
H2 1.03 5.81 6.08
H3 -0.79 5.76 6.04
H4 0.72 6.31 1.35
H5 -0.47 5.96 2.62
H6 0.53 4.72 1.94
H7 3.97 8.25 3.59
H8 4.69 7.59 4.99
H9 3.78 9.11 5.05
C4 -3.64 -2.46 5.40
O5 -3.03 -1.98 4.20
P2 -3.29 -0.58 3.51
O6 -2.15 -0.13 2.70
O7 -4.62 -0.80 2.68
C5 -5.23 0.40 2.11
O8 -3.64 0.43 4.68
C6 -2.60 0.97 5.49
H10 -4.22 -3.35 5.17
H11 -4.30 -1.76 5.89
H12 -2.83 -2.78 6.05
H13 -4.96 1.31 2.64
H14 -6.31 0.35 2.08
H15 -4.81 0.41 1.11
H16 -2.94 0.99 6.53
H17 -2.40 2.00 5.18
H18 -1.69 0.38 5.39
C7 2.78 0.33 -1.22
O9 3.81 -0.37 -1.92
P3 3.69 -0.55 -3.51
O10 4.88 -0.94 -4.28
O11 2.48 -1.64 -3.54
C8 2.79 -3.00 -3.73
O12 2.97 0.76 -4.09
C9 3.86 1.88 -4.26
H19 1.84 0.40 -1.77
H20 3.19 1.31 -0.97
H21 2.49 -0.20 -0.32
H22 2.55 -3.43 -4.71
H23 2.30 -3.59 -2.96
H24 3.87 -3.18 -3.64
H25 4.92 1.68 -4.45
H26 3.75 2.51 -3.38
H27 3.51 2.44 -5.13
C10 -1.60 -1.44 -3.08
O13 -1.31 -2.57 -3.93
P4 -2.04 -2.52 -5.37
O14 -1.87 -1.31 -6.17
O15 -1.52 -3.90 -5.95
C11 -0.53 -3.97 -6.96
O16 -3.54 -2.81 -4.88
C12 -4.63 -2.44 -5.72
H28 -2.14 -1.87 -2.24
H29 -2.14 -0.62 -3.56
H30 -0.66 -0.97 -2.78
H31 -0.32 -2.98 -7.37
H32 -0.79 -4.60 -7.80
H33 0.47 -4.24 -6.59
H34 -4.76 -3.18 -6.52
H35 -4.36 -1.54 -6.29
H36 -5.59 -2.24 -5.25
C13 3.94 -3.80 6.04
O17 3.52 -4.10 4.71
P5 2.80 -2.97 3.81
O18 3.62 -1.79 3.50
O19 2.27 -3.81 2.57
C14 3.23 -4.30 1.61
O20 1.49 -2.59 4.66
C15 0.62 -1.57 4.16
H37 3.95 -4.71 6.63
H38 3.43 -2.92 6.44
H39 4.99 -3.47 5.95
H40 4.23 -3.95 1.82
H41 2.84 -4.00 0.64
H42 3.18 -5.38 1.55
H43 0.65 -1.38 3.09
H44 0.82 -0.63 4.67
H45 -0.39 -1.91 4.37
C16 -1.83 -6.52 -2.53
C17 -1.52 -5.03 -2.47
O21 -1.76 -4.53 -1.16
C18 -0.76 -4.12 -0.38
C19 -1.26 -3.11 0.60
O22 0.40 -4.42 -0.50
H46 -1.47 -7.18 -1.74
H47 -1.44 -6.92 -3.47
H48 -2.89 -6.69 -2.72
H49 -0.55 -4.75 -2.86
H50 -2.26 -4.53 -3.08
H51 -2.05 -2.47 0.23
H52 -0.42 -2.47 0.86
H53 -1.70 -3.57 1.49
C20 -0.11 2.24 -3.47
C21 -0.88 3.53 -3.73
O23 -1.76 3.52 -4.87
C22 -2.79 2.68 -4.84
C23 -3.75 2.91 -6.01
O24 -2.96 1.80 -4.04
H54 0.31 2.23 -2.46
H55 0.71 1.99 -4.13
H56 -0.82 1.43 -3.30
H57 -1.46 3.83 -2.86
H58 -0.18 4.35 -3.84
H59 -4.25 3.85 -5.79
H60 -4.49 2.12 -5.99
H61 -3.18 2.97 -6.93
Cl1 0.44 2.83 0.24
C24 -0.49 1.47 0.95
Cl2 -0.50 0.05 -0.12
H62 -0.11 1.13 1.90
H63 -1.51 1.80 1.04
Cl3 4.72 2.54 0.78
C25 4.39 2.11 2.46
Cl4 2.80 1.34 2.50
H64 5.13 1.39 2.81
H65 4.43 3.02 3.04

=====

Which structure is most stable, and how do the rest compare? From most to least stable: 2, 1.

=====

## 1
Entry from the Open Molecules 2025 dataset: one molecule with the formula C21H26N4O2 (the ωB97M-V functional and the def2-TZVPD basis).

highest occupied orbital energy	-8.71	eV
LUMO energy	0.543	eV
HOMO-LUMO gap	9.2540	eV
SMILES	C=CCCC(=O)N1CCC(n2nccc2NC(=O)c2ccccc2C)CC1

Atoms and positions in Å:
C1 -7.40 -1.77 -0.14
C2 -7.08 -0.50 -0.03
C3 -6.20 0.23 -1.00
C4 -4.97 0.81 -0.30
C5 -3.97 -0.29 0.04
O1 -4.10 -1.43 -0.35
N1 -2.92 0.07 0.83
C6 -2.53 1.41 1.20
C7 -1.29 1.84 0.42
C8 -0.15 0.84 0.67
N2 1.00 1.20 -0.13
N3 0.82 1.66 -1.37
C9 2.02 1.84 -1.88
C10 3.01 1.49 -0.96
C11 2.32 1.07 0.16
N4 2.75 0.61 1.39
C12 3.92 -0.03 1.71
O2 4.17 -0.28 2.87
C13 4.81 -0.38 0.57
C14 6.05 0.25 0.50
C15 6.93 -0.04 -0.53
C16 6.57 -0.98 -1.48
C17 5.35 -1.63 -1.39
C18 4.46 -1.35 -0.37
C19 3.15 -2.07 -0.29
C20 -0.62 -0.58 0.34
C21 -1.89 -0.91 1.11
H1 -8.03 -2.26 0.59
H2 -7.03 -2.38 -0.94
H3 -7.44 0.10 0.79
H4 -5.88 -0.45 -1.79
H5 -6.77 1.05 -1.45
H6 -4.47 1.53 -0.97
H7 -5.27 1.33 0.61
H8 -2.31 1.42 2.28
H9 -3.34 2.12 1.02
H10 -1.50 1.85 -0.64
H11 -0.98 2.84 0.73
H12 0.14 0.89 1.73
H13 2.13 2.21 -2.88
H14 4.07 1.54 -1.10
H15 2.15 0.79 2.18
H16 6.31 0.98 1.25
H17 7.88 0.46 -0.59
H18 7.25 -1.22 -2.29
H19 5.09 -2.38 -2.13
H20 3.23 -3.06 -0.74
H21 2.82 -2.18 0.74
H22 2.38 -1.52 -0.84
H23 -0.82 -0.63 -0.73
H24 0.16 -1.30 0.58
H25 -1.69 -0.91 2.19
H26 -2.28 -1.88 0.82

=====

## 2
Entry from the Open Molecules 2025 dataset: one molecule with the formula C21H26N4O2 (the ωB97M-V functional and the def2-TZVPD basis).

highest occupied orbital energy	-8.13	eV
LUMO energy	-0.113	eV
HOMO-LUMO gap	8.0130	eV
SMILES	CC[C@@H](C)COC(=O)[C@H](C#N)c1nc2ccccc2nc1N1CCCCC1

Atoms and positions in Å:
C1 3.35 4.81 2.22
C2 2.54 3.53 2.39
C3 3.41 2.30 2.67
C4 4.11 2.39 4.02
C5 2.55 1.03 2.64
O1 2.02 0.80 1.33
C6 0.71 0.95 1.16
O2 -0.08 1.28 2.00
C7 0.35 0.64 -0.31
C8 -0.38 1.77 -0.83
N1 -0.92 2.70 -1.22
C9 -0.45 -0.65 -0.28
N2 -0.14 -1.44 0.71
C10 -0.91 -2.52 0.96
C11 -0.57 -3.41 2.00
C12 -1.43 -4.44 2.31
C13 -2.63 -4.60 1.60
C14 -2.97 -3.76 0.58
C15 -2.11 -2.71 0.23
N3 -2.39 -1.92 -0.83
C16 -1.55 -0.95 -1.15
N4 -1.84 -0.20 -2.26
C17 -0.83 0.11 -3.24
C18 -0.76 -0.99 -4.31
C19 -2.12 -1.19 -4.97
C20 -3.17 -1.48 -3.90
C21 -3.16 -0.37 -2.85
H1 3.84 5.09 3.15
H2 2.69 5.63 1.93
H3 4.11 4.69 1.45
H4 1.82 3.66 3.20
H5 1.97 3.37 1.47
H6 4.16 2.22 1.87
H7 4.80 3.23 4.04
H8 3.39 2.51 4.82
H9 4.69 1.48 4.21
H10 3.16 0.15 2.87
H11 1.72 1.11 3.35
H12 1.28 0.51 -0.86
H13 0.35 -3.25 2.54
H14 -1.18 -5.12 3.11
H15 -3.28 -5.42 1.87
H16 -3.89 -3.88 0.03
H17 0.14 0.22 -2.77
H18 -1.10 1.06 -3.71
H19 -0.01 -0.72 -5.05
H20 -0.45 -1.93 -3.83
H21 -2.07 -2.00 -5.69
H22 -2.39 -0.27 -5.51
H23 -2.94 -2.43 -3.41
H24 -4.16 -1.56 -4.35
H25 -3.86 -0.59 -2.06
H26 -3.42 0.59 -3.32

=====

Which structure is most stable, and how do the rest compare? From most to least stable: 2, 1.